The following is a quantum chemistry calculation of a 2-piece molecular cluster, CH3N2O2S overall, from OMol25.

```
9
Properties=species:S:1:pos:R:3:forces:R:3:lowdin_charge:R:1
S -1.0418 -1.7493 -0.1234 -0.633 -1.124 -0.223 0.4583
O 2.4381 -0.7575 -0.1782 -0.696 0.410 0.528 0.0643
O 1.3332 1.1777 -0.6995 -0.501 0.936 0.108 0.0714
N -0.3737 -0.5408 0.7641 1.073 1.729 -1.837 -0.6681
N -1.1944 0.7000 0.6017 -0.672 -2.055 3.075 -0.1717
C 1.6642 0.1419 -0.2613 0.363 -1.690 -0.273 -0.5425
H -0.8263 1.0738 1.4572 -0.457 1.298 0.246 0.0144
H -1.0077 1.3353 -0.1250 1.249 0.385 -1.513 -0.0088
H -0.9916 -1.3811 -1.4355 0.275 0.110 -0.111 -0.2174
```
Forces are in eV/Å.

Energy relative to the best compared isomer or geometry (same formula, charge and spin) (eV): 2.031
Charge: -1
E (Ha): -698.06314